Entry from the Open Molecules 2025 dataset: one molecule with the formula C5H6O (the ωB97M-V functional and the def2-TZVPD basis).

Structure (XYZ):
```
12
Properties=species:S:1:pos:R:3:forces:R:3
C -1.777468 -0.450625 0.069350 -1.6 -2.1 1.1
C -0.498085 -0.175891 0.055733 -0.8 2.2 -0.3
C 0.128361 0.844265 -0.923744 1.0 0.8 0.0
C 1.641808 -0.219135 0.400824 4.9 1.5 -1.8
C 0.538481 -0.530276 1.009565 -0.8 -1.0 0.4
H -2.235705 -1.203201 0.765142 0.7 0.9 -0.4
H -2.490137 -0.107436 -0.638773 -0.2 0.5 -0.7
H 0.145903 2.018916 -0.488132 -0.3 -3.2 -1.2
H -0.208055 0.775637 -2.024685 0.3 0.3 2.0
H 2.762172 -0.253149 0.716456 -2.4 -0.3 -0.5
H 0.464474 -1.077662 1.952349 -0.2 0.4 -0.5
O 1.528250 0.378557 -0.894086 -0.6 0.0 2.0
```
Positions in Å, forces in eV/Å.

Calculated values
**ΔE to the lowest compared entry with this formula, charge and spin**: 46.8 kcal per mole
**Multiplicity**: 1
**DFT total energy**: -7327.256 eV
**Frontier orbital gap**: 9.47 eV
**Structure (SMILES)**: C=C1C=COC1
**Max |F|**: 0.1056 hartree/bohr

natural (NBO) population analysis, charges in e, atoms 1 to 4: -0.391 -0.053 -0.098 0.169

***

Entry from the Open Molecules 2025 dataset: one molecule with the formula C5H6O (the ωB97M-V functional and the def2-TZVPD basis).

Structure (XYZ):
```
12
Properties=species:S:1:pos:R:3:forces:R:3
C 1.445396 -0.135966 1.235846 -0.7 -1.7 -0.4
C 1.096092 0.715161 0.023488 0.3 0.6 0.1
C -0.278896 0.492522 -0.369271 -0.2 -0.6 -0.2
C -1.358080 0.026010 -0.629149 0.2 0.4 0.1
C -2.706714 -0.302766 -0.987587 -0.6 -0.2 -0.1
O -3.349657 -1.216191 -0.527630 0.2 0.1 0.0
H 0.787011 0.067526 2.088751 0.3 0.3 -0.2
H 1.117850 -1.196137 0.903724 1.3 1.3 0.9
H 2.506822 0.013618 1.522170 -0.7 -0.6 -0.2
H 1.744240 0.469769 -0.826703 -0.1 0.0 0.1
H 1.261838 1.763558 0.253261 0.0 0.3 -0.1
H -3.152686 0.364046 -1.741294 0.0 0.1 -0.1
```
Positions in Å, forces in eV/Å.

Calculated values
**ΔE to the lowest compared entry with this formula, charge and spin**: 46.1 kcal per mole
**Multiplicity**: 1
**DFT total energy**: -7327.287 eV
**Frontier orbital gap**: 10.67 eV
**Structure (SMILES)**: CCC#CC=O
**Max |F|**: 0.0399 hartree/bohr

natural (NBO) population analysis, charges in e, atoms 1 to 4: -0.593 -0.493 0.107 -0.152

***

Entry from the Open Molecules 2025 dataset: one molecule with the formula C5H6O (the ωB97M-V functional and the def2-TZVPD basis).

Structure (XYZ):
```
12
Properties=species:S:1:pos:R:3:forces:R:3
C 1.023409 -0.960308 1.093919 0.1 0.0 0.1
C 0.610831 0.514420 1.017673 0.0 0.1 0.0
C 0.182661 0.821973 -0.340698 -0.3 -0.1 -0.3
C -0.401428 0.777983 -1.398612 0.0 0.0 0.6
C -1.621188 0.426323 -2.098431 -0.2 -0.3 0.1
O -2.087602 -0.683795 -1.971910 0.1 0.4 -0.4
H 0.227544 -1.590544 0.682911 0.1 0.1 0.1
H 1.930170 -1.146765 0.513481 -0.1 0.0 0.1
H 1.206862 -1.237920 2.133448 0.0 -0.1 -0.1
H 1.380271 1.195508 1.395110 -0.1 -0.1 -0.1
H -0.297225 0.667121 1.621049 0.3 0.1 0.0
H -2.154305 1.216004 -2.647939 0.1 0.0 -0.1
```
Positions in Å, forces in eV/Å.

Calculated values
**ΔE to the lowest compared entry with this formula, charge and spin**: 50.5 kcal per mole
**Multiplicity**: 1
**DFT total energy**: -7327.095 eV
**Frontier orbital gap**: 10.56 eV
**Structure (SMILES)**: CCC#CC=O
**Max |F|**: 0.0111 hartree/bohr

natural (NBO) population analysis, charges in e, atoms 1 to 4: -0.590 -0.491 0.131 -0.181

***

Entry from the Open Molecules 2025 dataset: one molecule with the formula C5H6O (the ωB97M-V functional and the def2-TZVPD basis).

Structure (XYZ):
```
12
Properties=species:S:1:pos:R:3:forces:R:3
C -0.003092 -2.038598 1.434626 0.0 0.0 -0.1
C -0.188436 -1.149238 0.494431 -0.1 0.2 0.0
C -0.335238 -0.146695 -0.299854 0.1 -0.4 0.3
C -0.357546 0.564134 -1.591605 0.0 0.0 -0.1
C -0.114111 1.303376 -0.296237 -0.2 0.1 0.0
O 1.172881 1.771359 -0.033935 0.0 0.1 0.1
H 0.979453 -2.483840 1.574653 -0.2 0.1 0.1
H -0.824791 -2.329907 2.082975 0.1 -0.2 -0.1
H 1.386117 1.465966 0.856905 0.2 0.1 -0.1
H -1.305599 0.719687 -2.101044 0.2 0.0 0.0
H 0.520348 0.410845 -2.217790 -0.2 0.0 0.0
H -0.929988 1.912911 0.096875 0.2 0.0 -0.2
```
Positions in Å, forces in eV/Å.

Calculated values
**ΔE to the lowest compared entry with this formula, charge and spin**: 67.5 kcal per mole
**Multiplicity**: 1
**DFT total energy**: -7326.355 eV
**Frontier orbital gap**: 10.06 eV
**Structure (SMILES)**: C=C=C1C[C@@H]1O
**Max |F|**: 0.0104 hartree/bohr

natural (NBO) population analysis, charges in e, atoms 1 to 4: -0.503 0.108 -0.137 -0.422

***

Entry from the Open Molecules 2025 dataset: C5H6O as an isolated structure (the ωB97M-V functional and the def2-TZVPD basis).

Structure (XYZ):
```
12
Properties=species:S:1:pos:R:3:forces:R:3
C -0.640850 0.767848 2.011437 -0.3 1.0 0.8
C -0.377788 0.248302 0.718990 0.0 -0.7 0.5
C -0.183818 -0.644495 -0.051141 0.0 -0.1 1.2
C 0.133881 -1.410945 -1.154955 0.5 1.7 -1.7
C 0.891615 0.391947 -1.690201 0.2 -1.3 -3.6
O 1.992390 0.567444 -2.088551 0.8 -1.1 1.4
H -0.567134 -0.011027 2.775189 0.0 0.2 -0.1
H -1.639494 1.188476 1.999727 -0.2 0.3 0.4
H 0.083696 1.550636 2.200187 0.0 0.3 0.5
H -0.803764 -1.664505 -1.643727 0.3 -0.1 -0.8
H 0.811950 -2.268988 -1.048338 0.2 0.8 -0.2
H 0.299317 1.285307 -2.028617 -1.5 -1.0 1.6
```
Positions in Å, forces in eV/Å.

Calculated values
**ΔE to the lowest compared entry with this formula, charge and spin**: 107.6 kcal per mole
**Multiplicity**: 1
**DFT total energy**: -7324.620 eV
**Frontier orbital gap**: 8.98 eV
**Max |F|**: 0.0741 hartree/bohr

natural (NBO) population analysis, charges in e, atoms 1 to 4: -0.674 -0.043 -0.058 -0.501

***

Entry from the Open Molecules 2025 dataset: one molecule with the formula C5H6O (the ωB97M-V functional and the def2-TZVPD basis).

Structure (XYZ):
```
12
Properties=species:S:1:pos:R:3:forces:R:3
C 2.678399 -0.245861 0.088520 0.1 0.0 0.0
C 1.255254 0.092313 0.044844 -0.6 0.1 -0.1
C 0.078590 0.350349 -0.008153 0.4 -0.4 -0.1
C -1.353372 0.650507 -0.058286 -0.2 -0.4 -0.3
C -2.392584 -0.509855 -0.231486 -2.4 0.0 1.6
O -3.372839 -0.421203 0.494816 -0.3 1.6 1.5
H 2.872112 -1.011709 0.846830 0.0 0.1 -0.1
H 3.283669 0.633383 0.332072 -0.1 -0.1 0.0
H 3.014954 -0.632299 -0.879601 -0.1 0.1 0.2
H -1.548117 1.408594 -0.833016 0.0 -0.3 0.0
H -1.694277 1.100519 0.892898 0.2 -0.3 -0.4
H -2.821793 -1.414740 -0.689434 3.0 -0.4 -2.3
```
Positions in Å, forces in eV/Å.

Calculated values
**ΔE to the lowest compared entry with this formula, charge and spin**: 71.1 kcal per mole
**Multiplicity**: 1
**DFT total energy**: -7326.202 eV
**Frontier orbital gap**: 10.23 eV
**Structure (SMILES)**: CC#CCC=O
**Max |F|**: 0.0733 hartree/bohr

natural (NBO) population analysis, charges in e, atoms 1 to 4: -0.685 0.029 -0.050 -0.549

***

Entry from the Open Molecules 2025 dataset: one molecule with the formula C5H6O (the ωB97M-V functional and the def2-TZVPD basis).

Structure (XYZ):
```
12
Properties=species:S:1:pos:R:3:forces:R:3
O 1.600679 -0.372017 -2.114149 0.1 0.3 0.4
C 1.730656 0.274138 -1.101884 0.0 -0.2 -0.3
C 0.747291 0.273638 0.036461 0.0 0.0 0.0
C -0.473810 -0.615174 -0.211699 0.0 0.0 0.0
C -1.526035 -0.269125 0.746796 -0.3 0.2 0.3
C -2.325758 0.131723 1.552296 0.2 -0.2 -0.3
H 2.608854 0.940024 -0.960466 -0.1 -0.1 -0.1
H 0.431391 1.311604 0.207311 0.1 -0.1 -0.1
H 1.272236 -0.023754 0.954353 0.0 0.1 -0.1
H -0.830321 -0.470552 -1.237515 0.0 0.0 0.2
H -0.198168 -1.672939 -0.133382 -0.1 0.2 0.0
H -3.037015 0.492434 2.261877 0.1 -0.1 -0.1
```
Positions in Å, forces in eV/Å.

Calculated values
**ΔE to the lowest compared entry with this formula, charge and spin**: 41.5 kcal per mole
**Multiplicity**: 1
**DFT total energy**: -7327.483 eV
**Frontier orbital gap**: 10.80 eV
**Structure (SMILES)**: C#CCCC=O
**Max |F|**: 0.0097 hartree/bohr

natural (NBO) population analysis, charges in e, atoms 1 to 4: -0.521 0.445 -0.499 -0.485

***

Entry from the Open Molecules 2025 dataset: C5H6O as an isolated structure (the ωB97M-V functional and the def2-TZVPD basis).

Structure (XYZ):
```
12
Properties=species:S:1:pos:R:3:forces:R:3
C 0.327404 0.437760 1.133063 0.0 0.1 0.2
C -0.928100 -0.016691 0.366522 -0.3 0.3 0.2
C -0.388176 0.271094 -0.992250 -1.1 0.1 -0.4
O 0.697998 1.191494 -1.015593 0.1 -0.8 -0.2
C 1.077192 0.134917 -0.167139 0.6 -0.4 0.4
C -0.273015 -1.295077 -0.102431 0.4 0.6 -0.6
H 0.588693 -0.226649 1.952836 -0.2 0.1 0.0
H 0.378022 1.495255 1.405760 0.2 -0.1 -0.1
H -1.965657 0.139068 0.639133 0.1 -0.1 0.1
H -0.692672 -0.025342 -1.979193 -0.5 0.2 0.0
H 2.059612 -0.257510 -0.389471 0.0 -0.1 0.3
H -0.881300 -1.848320 -0.851236 0.8 0.2 0.0
```
Positions in Å, forces in eV/Å.

Calculated values
**ΔE to the lowest compared entry with this formula, charge and spin**: 148.2 kcal per mole
**Multiplicity**: 1
**DFT total energy**: -7322.859 eV
**Frontier orbital gap**: 8.96 eV
**Max |F|**: 0.0222 hartree/bohr

natural (NBO) population analysis, charges in e, atoms 1 to 4: -0.412 -0.299 0.046 -0.492

***

Entry from the Open Molecules 2025 dataset: one molecule with the formula C5H6O (the ωB97M-V functional and the def2-TZVPD basis).

Structure (XYZ):
```
12
Properties=species:S:1:pos:R:3:forces:R:3
C -1.748932 -0.078939 -0.675281 0.0 0.0 -0.1
C -1.122642 0.330808 0.654356 0.1 0.0 0.1
C 0.349050 0.281386 0.893547 -0.3 -0.1 -0.2
O 0.945106 -0.158000 -0.233560 0.1 0.1 0.3
C 2.267097 -0.243323 -0.122769 0.6 0.0 0.0
C 3.458009 -0.321888 -0.018870 -0.5 0.0 -0.1
H -2.836367 0.036788 -0.624078 0.2 0.0 0.0
H -1.530513 -1.123514 -0.916500 0.0 0.1 0.0
H -1.381509 0.538926 -1.499931 0.0 -0.1 0.1
H -1.530209 -0.252350 1.495000 0.0 0.1 -0.1
H -1.382174 1.366084 0.926717 0.0 -0.1 0.0
H 4.513089 -0.375980 0.121369 -0.1 0.0 -0.1
```
Positions in Å, forces in eV/Å.

Calculated values
**ΔE to the lowest compared entry with this formula, charge and spin**: 116.3 kcal per mole
**Multiplicity**: 1
**DFT total energy**: -7324.241 eV
**Frontier orbital gap**: 9.60 eV
**Max |F|**: 0.0115 hartree/bohr

natural (NBO) population analysis, charges in e, atoms 1 to 4: -0.625 -0.588 0.324 -0.501

***

Entry from the Open Molecules 2025 dataset: C5H6O as an isolated structure (the ωB97M-V functional and the def2-TZVPD basis).

Structure (XYZ):
```
12
Properties=species:S:1:pos:R:3:forces:R:3
C 1.258104 0.628969 0.955708 0.2 0.0 0.0
C 0.341294 0.022774 -0.053147 -0.5 0.4 0.6
C -0.499568 -1.134062 0.065114 0.1 0.0 0.3
C -1.780196 -0.916377 -0.609041 0.5 0.2 -0.6
C -1.503314 0.278436 -1.190135 -0.3 -0.2 -0.4
O -0.237046 0.855402 -0.890548 -0.1 0.1 0.1
H 1.681297 -0.087661 1.660886 0.0 -0.1 -0.3
H 0.577049 1.274268 1.533101 0.2 -0.1 -0.1
H 2.030479 1.270186 0.534093 0.0 -0.1 -0.1
H -0.271625 -1.911753 0.799031 0.1 0.1 -0.4
H 0.401622 -1.155779 -0.865398 -0.1 -0.4 0.8
H -1.998097 0.875597 -1.939662 -0.2 0.0 0.1
```
Positions in Å, forces in eV/Å.

Calculated values
**ΔE to the lowest compared entry with this formula, charge and spin**: 105.7 kcal per mole
**Multiplicity**: 1
**DFT total energy**: -7324.702 eV
**Frontier orbital gap**: 8.26 eV
**Max |F|**: 0.0173 hartree/bohr

natural (NBO) population analysis, charges in e, atoms 1 to 4: -0.650 0.319 -0.375 -0.347